Record 1
Computed, not measured: a molecular structure, C7H6NO4S, with ωB97M-V with the def2-TZVPD basis set.

```
19
Properties=species:S:1:pos:R:3:lowdin_spin:R:1
C 1.433 -0.346 -0.143 -0.01
C 0.419 -1.142 -0.627 0.17
C 1.290 0.906 0.369 0.21
C -0.963 -1.381 -0.454 -0.04
C -3.208 -0.446 -0.102 0.06
C 0.118 1.749 0.317 0.19
C -1.864 -0.623 0.288 0.28
N -0.655 1.931 -0.778 0.14
O -3.826 -1.275 -0.723 0.08
O -1.494 2.825 -0.683 0.14
O -3.930 0.579 0.307 0.02
O -0.503 1.196 -1.761 0.18
S -1.298 0.346 1.558 0.56
H 2.370 -0.798 -0.268 0.00
H 0.822 -2.052 -1.085 0.01
H 2.080 1.210 1.120 0.01
H -1.238 -2.278 -1.013 0.00
H 0.163 2.655 0.910 0.00
H -3.415 1.376 0.704 0.01
```

Calculated values
net charge	-1
ΔE to the lowest compared entry with this formula, charge and spin	0.00	kcal/mol
LUMO level (spin up / spin down)	3.2 / 1.4	eV
energy	-27866.8634	eV
spin multiplicity	3
HOMO (spin up / spin down)	-2.3 / -4.7	eV

Record 2
Computed, not measured: a molecular structure, C7H6O, with ωB97M-V with the def2-TZVPD basis set.

```
14
Properties=species:S:1:pos:R:3:mulliken_charge:R:1
C -1.844 0.474 -1.065 -0.34
C -0.673 0.450 -0.253 0.55
C -1.432 0.689 1.057 -0.81
C -1.501 -0.738 0.640 0.27
C -2.624 0.080 0.082 -0.37
C 0.396 -0.586 -0.342 0.17
C 1.633 -0.410 0.571 -1.20
O -0.529 -1.617 0.155 -0.39
H -2.069 0.616 -2.164 0.36
H -3.662 -0.063 0.003 0.51
H 0.729 -0.910 -1.350 0.35
H 2.143 -1.311 0.914 0.35
H 1.320 0.141 1.551 0.25
H 2.368 0.303 0.038 0.31
```

Calculated values
net charge	0
ΔE to the lowest compared entry with this formula, charge and spin	167.15	kcal/mol
LUMO level	0.5	eV
energy	-9394.9715	eV
spin multiplicity	1
HOMO	-8.7	eV

Record 3
Computed, not measured: a single C7H6O molecule, with ωB97M-V with the def2-TZVPD basis set.

```
14
Properties=species:S:1:pos:R:3:mulliken_charge:R:1
C -2.068 -0.007 -0.045 -0.45
C -1.408 1.201 -0.238 -0.59
C 0.008 0.825 0.325 0.44
C 1.516 1.172 -0.063 -0.55
C 1.991 -0.127 -0.142 -0.03
O 1.173 -1.223 -0.084 -0.35
C -0.105 -0.686 0.117 0.26
C -1.315 -1.213 0.088 -0.94
H -3.059 0.023 -0.227 0.49
H -1.663 2.217 -0.506 0.38
H -0.222 1.011 1.363 0.29
H 2.113 2.208 0.047 0.26
H 3.118 -0.450 -0.099 0.31
H -1.382 -2.214 -0.154 0.47
```

Calculated values
net charge	0
ΔE to the lowest compared entry with this formula, charge and spin	66.11	kcal/mol
LUMO level	0.9	eV
SMILES	C1=C[C@@H]2C=COC2=C1
energy	-9399.3532	eV
spin multiplicity	1
HOMO	-8.0	eV

Which formula does entry 1 have?
C7H6NO4S

Look up the spin multiplicity of the third one.
1

Which value of spin multiplicity does entry 2 give?
1

What is the energy in the second record?
-9394.9715 eV